Entry 1:
DFT (ωB97M-V/def2-TZVPD) results for a 10-piece molecular cluster, C75H166N10O10 overall.

SMILES: CC1(C)CCCC(C)(C)N1O.CC1(C)CCCC(C)(C)N1O.CC1(C)CCCC(C)(C)N1O.CC1(C)CCCC(C)(C)N1O.CC1(C)CCCC(C)(C)N1O.CC1(C)CCCC(C)(C)N1O.CC1(C)CCCC(C)(C)N1O.COC[C@H](C)N.COC[C@H](C)N.COC[C@H](C)N
HOMO-LUMO gap: 0.302 hartree
multiplicity: 1
HOMO energy: -7.74 eV

Last column: Löwdin charge in e.
Cartesian coordinates (Å):
1 C -1.96 4.35 0.43  -0.0456
2 C -2.80 3.47 1.32  -0.4009
3 C -3.95 4.28 1.91  -0.1809
4 O -3.53 5.36 2.78  -0.1596
5 C -4.66 5.89 3.36  -0.1513
6 N -3.32 2.33 0.52  0.0705
7 H -1.25 3.71 -0.10  0.0450
8 H -1.49 5.13 1.03  0.0836
9 H -2.44 4.90 -0.38  0.0601
10 H -2.24 2.96 2.10  0.1104
11 H -4.49 3.52 2.47  0.1015
12 H -4.56 4.67 1.10  0.1175
13 H -4.45 6.74 4.01  0.0905
14 H -5.02 5.14 4.06  0.0755
15 H -5.54 6.10 2.74  0.0885
16 H -3.91 1.74 1.09  0.0210
17 H -2.55 1.74 0.24  0.0265
18 C -0.08 -3.04 -5.93  -0.0760
19 C -1.33 -3.18 -6.78  -0.4104
20 C -2.54 -2.30 -6.19  -0.2059
21 O -2.97 -2.91 -5.02  -0.1798
22 C -4.25 -2.50 -4.67  -0.1301
23 N -0.99 -2.58 -8.04  -0.0002
24 H -0.34 -3.26 -4.90  0.0587
25 H 0.45 -2.09 -5.87  0.0838
26 H 0.66 -3.81 -6.15  0.0693
27 H -1.65 -4.18 -7.04  0.1354
28 H -3.26 -2.29 -7.02  0.1146
29 H -2.20 -1.28 -6.07  0.1240
30 H -4.48 -3.08 -3.78  0.0886
31 H -5.01 -2.77 -5.40  0.0910
32 H -4.30 -1.45 -4.39  0.0794
33 H -1.74 -2.59 -8.71  0.0702
34 H -0.13 -3.01 -8.36  0.0716
35 C -2.57 -0.53 -2.37  -0.0596
36 C -1.39 -0.07 -1.54  -0.4179
37 C -0.12 -0.84 -1.95  -0.1645
38 O 1.07 -0.50 -1.22  -0.2124
39 C 0.93 -1.02 0.12  -0.0692
40 N -1.32 1.38 -1.76  0.0643
41 H -2.90 -1.56 -2.23  0.0754
42 H -2.30 -0.35 -3.42  0.0805
43 H -3.46 0.03 -2.11  0.0830
44 H -1.65 -0.16 -0.49  0.1079
45 H 0.13 -0.67 -3.00  0.1311
46 H -0.34 -1.90 -1.86  0.1261
47 H 1.63 -0.66 0.87  0.0801
48 H 1.17 -2.08 0.01  0.0670
49 H -0.04 -0.95 0.61  0.0802
50 H -1.03 1.55 -2.71  0.0689
51 H -0.46 1.66 -1.30  0.0429
52 C 5.95 -2.03 -2.22  -0.0493
53 C 4.80 -1.93 -3.16  -0.4920
54 C 5.30 -2.25 -4.57  -0.1309
55 C 5.57 -3.79 -4.77  -0.1561
56 C 4.18 -4.43 -4.54  -0.1449
57 C 3.64 -4.27 -3.10  -0.4588
58 N 3.65 -2.82 -2.80  -0.0912
59 O 2.91 -2.50 -1.66  -0.0207
60 C 2.20 -4.73 -3.06  -0.0473
61 C 4.41 -5.18 -2.00  0.0021
62 C 4.29 -0.47 -3.15  -0.0251
63 H 5.59 -1.83 -1.21  0.0559
64 H 6.72 -1.27 -2.30  0.0944
65 H 6.52 -2.95 -2.15  0.0782
66 H 4.56 -1.92 -5.30  0.1124
67 H 6.19 -1.70 -4.87  0.1156
68 H 6.34 -4.12 -4.08  0.1000
69 H 5.76 -4.02 -5.82  0.1071
70 H 4.48 -5.44 -4.81  0.1153
71 H 3.54 -4.04 -5.33  0.1152
72 H 2.17 -5.66 -3.63  0.0914
73 H 1.80 -4.95 -2.07  0.0655
74 H 1.54 -4.00 -3.53  0.0717
75 H 4.03 -6.19 -1.88  0.0743
76 H 5.49 -5.02 -1.94  0.0606
77 H 4.05 -4.77 -1.06  0.0514
78 H 5.01 0.22 -3.58  0.0877
79 H 4.07 -0.20 -2.11  0.0751
80 H 3.34 -0.30 -3.67  0.0761
81 H 2.30 -1.82 -1.94  0.0541
82 C 4.34 -1.87 5.32  -0.0269
83 C 5.47 -2.82 4.84  -0.4822
84 C 4.78 -4.13 4.27  -0.1133
85 C 4.17 -4.04 2.82  -0.1373
86 C 5.29 -3.43 1.88  -0.1415
87 C 5.89 -2.12 2.33  -0.4534
88 N 6.21 -2.16 3.77  -0.1360
89 O 6.84 -1.01 4.20  -0.0079
90 C 7.17 -1.87 1.50  -0.0334
91 C 4.78 -0.99 1.91  -0.0027
92 C 6.40 -3.25 5.99  -0.0290
93 H 3.84 -2.38 6.15  0.0831
94 H 3.64 -1.65 4.52  0.0688
95 H 4.76 -0.94 5.70  0.0640
96 H 5.50 -4.95 4.29  0.1089
97 H 3.93 -4.41 4.88  0.1070
98 H 3.30 -3.38 2.82  0.0853
99 H 3.74 -4.96 2.43  0.0978
100 H 4.85 -3.33 0.89  0.0961
101 H 6.13 -4.10 1.71  0.1156
102 H 7.07 -2.02 0.43  0.0596
103 H 7.51 -0.85 1.64  0.0831
104 H 7.93 -2.62 1.73  0.0862
105 H 3.77 -1.22 2.22  0.0467
106 H 5.02 0.03 2.21  0.0644
107 H 4.70 -1.06 0.82  0.0545
108 H 6.86 -2.42 6.52  0.0811
109 H 7.14 -3.98 5.67  0.0803
110 H 5.74 -3.85 6.63  0.0801
111 H 7.77 -1.23 4.30  0.1065
112 C -5.22 5.53 -1.79  -0.0375
113 C -5.79 5.61 -3.26  -0.4368
114 C -5.48 7.09 -3.74  -0.1489
115 C -4.04 7.28 -4.18  -0.2073
116 C -3.61 6.21 -5.13  -0.1405
117 C -3.70 4.71 -4.63  -0.4160
118 N -5.11 4.50 -4.02  -0.1143
119 O -5.51 3.22 -3.65  -0.0098
120 C -3.52 3.85 -5.90  -0.0381
121 C -2.54 4.47 -3.60  -0.0278
122 C -7.32 5.56 -3.31  -0.0465
123 H -5.76 6.16 -1.09  0.0794
124 H -4.21 5.88 -1.60  0.0564
125 H -5.17 4.51 -1.40  0.0624
126 H -6.16 7.32 -4.55  0.1117
127 H -5.68 7.78 -2.92  0.1177
128 H -3.44 7.34 -3.27  0.1030
129 H -4.00 8.29 -4.58  0.1117
130 H -2.57 6.38 -5.43  0.1170
131 H -4.20 6.27 -6.04  0.1120
132 H -2.48 3.82 -6.23  0.0790
133 H -3.83 2.82 -5.69  0.0726
134 H -4.19 4.18 -6.69  0.0787
135 H -1.57 4.57 -4.09  0.0649
136 H -2.44 5.20 -2.79  0.0536
137 H -2.72 3.54 -3.07  0.0697
138 H -7.85 5.59 -4.27  0.0858
139 H -7.78 6.23 -2.58  0.0839
140 H -7.58 4.56 -2.96  0.0693
141 H -5.25 3.17 -2.73  0.0683
142 C 3.84 1.64 4.98  -0.0416
143 C 2.75 2.47 4.32  -0.4489
144 C 2.11 1.54 3.21  -0.1322
145 C 0.73 2.02 2.70  -0.1732
146 C -0.13 2.11 3.99  -0.1150
147 C 0.37 3.05 5.20  -0.5019
148 N 1.77 2.74 5.44  -0.1167
149 O 2.35 3.42 6.52  0.0020
150 C 0.07 4.47 4.85  -0.0183
151 C -0.45 2.55 6.35  -0.0562
152 C 3.34 3.76 3.69  -0.0162
153 H 4.32 2.34 5.66  0.0834
154 H 4.59 1.36 4.24  0.0755
155 H 3.52 0.72 5.47  0.0700
156 H 2.75 1.56 2.33  0.0983
157 H 1.95 0.51 3.53  0.1086
158 H 0.35 1.24 2.03  0.0935
159 H 0.90 3.00 2.25  0.0978
160 H -0.15 1.08 4.33  0.1072
161 H -1.13 2.36 3.65  0.0783
162 H -0.98 4.58 4.59  0.0909
163 H 0.29 5.13 5.69  0.0849
164 H 0.72 4.87 4.08  0.0770
165 H -1.53 2.65 6.24  0.0708
166 H -0.25 1.57 6.79  0.0940
167 H -0.17 3.08 7.26  0.0803
168 H 2.61 4.25 3.04  0.0664
169 H 4.35 3.70 3.27  0.0875
170 H 3.52 4.45 4.52  0.0680
171 H 2.46 4.29 6.12  0.0738
172 C 2.66 2.73 -0.72  -0.0294
173 C 2.49 3.62 -1.94  -0.4766
174 C 3.74 4.62 -1.96  -0.1343
175 C 3.89 5.38 -3.26  -0.1782
176 C 4.02 4.39 -4.43  -0.1207
177 C 2.82 3.38 -4.50  -0.4678
178 N 2.54 2.84 -3.18  -0.1064
179 O 1.59 1.84 -3.14  -0.0201
180 C 1.57 4.09 -5.14  -0.0315
181 C 3.21 2.24 -5.48  -0.0376
182 C 1.25 4.50 -1.73  -0.0143
183 H 3.48 2.03 -0.86  0.0862
184 H 1.73 2.19 -0.58  0.0639
185 H 2.93 3.29 0.18  0.0834
186 H 3.62 5.26 -1.09  0.1074
187 H 4.65 4.07 -1.72  0.1155
188 H 4.77 6.02 -3.24  0.1092
189 H 3.04 6.03 -3.47  0.1026
190 H 4.91 3.77 -4.36  0.1137
191 H 4.12 4.99 -5.34  0.1167
192 H 0.64 3.57 -4.90  0.0720
193 H 1.45 5.13 -4.83  0.0605
194 H 1.75 4.29 -6.20  0.0793
195 H 3.59 2.67 -6.40  0.0808
196 H 4.06 1.64 -5.13  0.0594
197 H 2.41 1.55 -5.75  0.0817
198 H 1.41 5.21 -0.92  0.0923
199 H 0.43 3.82 -1.49  0.0502
200 H 0.94 5.01 -2.64  0.0682
201 H 2.05 1.08 -2.79  0.0559
202 C -0.62 -7.10 4.02  -0.0480
203 C -1.06 -6.13 2.88  -0.4227
204 C 0.24 -5.46 2.30  -0.1553
205 C 0.16 -4.81 0.93  -0.1727
206 C -0.53 -5.80 -0.09  -0.1160
207 C -1.88 -6.48 0.37  -0.4549
208 N -1.74 -6.96 1.80  -0.1203
209 O -2.88 -7.51 2.31  -0.0116
210 C -2.96 -5.46 0.11  -0.0270
211 C -2.08 -7.74 -0.51  -0.0420
212 C -1.91 -4.95 3.49  -0.0366
213 H -0.26 -8.04 3.63  0.0817
214 H -1.42 -7.31 4.73  0.0723
215 H 0.09 -6.74 4.77  0.0800
216 H 0.53 -4.63 2.94  0.1068
217 H 1.08 -6.13 2.48  0.1071
218 H 1.07 -4.31 0.62  0.0972
219 H -0.55 -4.00 1.08  0.0892
220 H 0.30 -6.44 -0.38  0.1095
221 H -0.64 -5.13 -0.94  0.0963
222 H -2.73 -4.94 -0.83  0.0812
223 H -3.95 -5.90 -0.03  0.0873
224 H -2.95 -4.71 0.90  0.0625
225 H -1.96 -7.57 -1.58  0.0847
226 H -1.39 -8.57 -0.37  0.0788
227 H -3.04 -8.19 -0.26  0.0738
228 H -2.10 -4.33 2.61  0.0291
229 H -1.50 -4.35 4.31  0.0883
230 H -2.88 -5.30 3.85  0.0757
231 H -2.56 -8.39 2.51  0.1064
232 C -5.87 1.32 5.32  -0.0426
233 C -4.83 0.26 4.94  -0.4505
234 C -4.91 -1.08 5.82  -0.0913
235 C -4.31 -2.36 5.19  -0.2074
236 C -4.83 -2.58 3.80  -0.1312
237 C -4.53 -1.34 2.88  -0.4509
238 N -4.97 -0.08 3.52  -0.0790
239 O -4.99 1.08 2.62  -0.0546
240 C -3.02 -1.29 2.56  -0.0129
241 C -5.39 -1.47 1.58  -0.0209
242 C -3.41 0.96 5.22  -0.0369
243 H -6.13 1.44 6.37  0.0860
244 H -6.83 0.96 4.95  0.0831
245 H -5.59 2.28 4.88  0.0703
246 H -4.40 -0.97 6.78  0.1148
247 H -5.97 -1.33 5.91  0.1106
248 H -4.47 -3.20 5.87  0.1131
249 H -3.23 -2.31 5.20  0.0984
250 H -5.90 -2.77 3.91  0.1217
251 H -4.38 -3.45 3.31  0.0978
252 H -2.89 -0.64 1.70  0.0602
253 H -2.33 -1.01 3.36  0.0692
254 H -2.57 -2.24 2.27  0.0551
255 H -5.09 -0.78 0.79  0.0702
256 H -5.40 -2.50 1.23  0.0811
257 H -6.40 -1.18 1.87  0.0840
258 H -3.36 1.79 4.52  0.0668
259 H -2.51 0.37 5.09  0.0574
260 H -3.38 1.18 6.29  0.0771
261 H -5.89 1.25 2.35  0.1033



Entry 2:
DFT (ωB97M-V/def2-TZVPD) results for C75H50F18GeIrN3O4P2SSbTe as an isolated structure.

HOMO-LUMO gap (spin up / spin down): 0.139 / 0.152 hartree
multiplicity: 2
HOMO energy (spin up / spin down): -12.13 / -12.14 eV
total charge: +2

Last column: Löwdin charge in e.
Cartesian coordinates (Å):
1 Ir -0.76 -0.14 0.43  0.6194
2 O -5.46 2.56 3.13  0.1540
3 C -4.37 2.89 3.80  -0.4920
4 O -4.38 3.54 4.81  0.1427
5 C -3.06 2.45 3.22  -0.0245
6 C -1.82 2.83 3.72  0.0441
7 N -0.89 2.26 2.95  0.0346
8 N -1.43 1.52 1.98  -0.1178
9 C -2.75 1.61 2.14  -0.2298
10 C -3.60 0.71 1.31  -0.6373
11 O -4.75 1.01 1.01  0.0791
12 O -3.00 -0.38 1.00  -0.3512
13 H -5.32 2.01 2.32  0.0821
14 H -1.60 3.43 4.58  0.1555
15 H 0.11 2.30 3.06  0.0989
16 C -0.86 -2.27 -2.73  -0.2622
17 N 0.20 -1.44 -3.27  -0.1795
18 C 0.40 -0.15 -2.72  -0.3027
19 P 1.33 -0.30 -1.04  1.0506
20 C 2.79 -1.13 -1.79  -0.3379
21 C 3.57 -0.34 -2.63  -0.1277
22 C 4.67 -0.88 -3.28  -0.0440
23 C 4.99 -2.22 -3.10  -0.0351
24 C 4.22 -3.00 -2.26  -0.0493
25 C 3.12 -2.47 -1.60  -0.0678
26 C 2.13 1.28 -0.58  -0.3995
27 C 1.40 2.45 -0.41  -0.1545
28 C 2.01 3.62 -0.01  -0.0602
29 C 3.37 3.63 0.28  -0.0507
30 C 4.09 2.44 0.22  -0.0442
31 C 3.47 1.28 -0.20  -0.1021
32 C 0.70 -1.83 -4.50  -0.2091
33 C 1.75 -1.12 -5.13  -0.0330
34 C 2.23 -1.51 -6.37  -0.0683
35 C 1.68 -2.59 -7.04  -0.0750
36 C 0.66 -3.31 -6.43  -0.0711
37 C 0.18 -2.94 -5.19  -0.0304
38 P -1.70 -1.96 -1.06  1.0789
39 C -1.17 -3.45 -0.14  -0.3745
40 C -2.02 -4.52 0.12  -0.0983
41 C -1.54 -5.65 0.76  -0.0565
42 C -0.22 -5.73 1.15  -0.0437
43 C 0.63 -4.65 0.93  -0.0558
44 C 0.15 -3.52 0.31  -0.1421
45 C -3.39 -2.45 -1.57  -0.3510
46 C -3.53 -3.56 -2.41  -0.1077
47 C -4.79 -3.96 -2.82  -0.0438
48 C -5.92 -3.29 -2.38  -0.0388
49 C -5.78 -2.21 -1.52  -0.0519
50 C -4.52 -1.79 -1.13  -0.0863
51 H -0.47 -3.29 -2.67  0.1089
52 H -1.71 -2.25 -3.43  0.0915
53 H -0.57 0.31 -2.51  -0.0078
54 H 0.95 0.50 -3.40  0.0856
55 H 3.33 0.70 -2.77  0.1179
56 H 5.27 -0.26 -3.93  0.1234
57 H 5.85 -2.64 -3.60  0.1202
58 H 4.48 -4.04 -2.11  0.1181
59 H 2.53 -3.10 -0.96  0.0864
60 H 0.32 2.43 -0.57  0.0067
61 H 1.44 4.53 0.07  0.1158
62 H 3.85 4.54 0.60  0.1204
63 H 5.13 2.42 0.49  0.1162
64 H 4.05 0.36 -0.24  0.1015
65 H 2.21 -0.28 -4.65  0.0767
66 H 3.04 -0.95 -6.81  0.1113
67 H 2.04 -2.87 -8.01  0.1078
68 H 0.22 -4.15 -6.93  0.1115
69 H -0.63 -3.53 -4.78  0.0904
70 H -3.06 -4.47 -0.17  0.1086
71 H -2.20 -6.49 0.94  0.1205
72 H 0.16 -6.61 1.64  0.1188
73 H 1.66 -4.71 1.23  0.0974
74 H 0.80 -2.66 0.16  0.0283
75 H -2.67 -4.14 -2.71  0.1131
76 H -4.89 -4.82 -3.47  0.1189
77 H -6.90 -3.61 -2.70  0.1206
78 H -6.65 -1.69 -1.16  0.1220
79 H -4.44 -0.95 -0.46  0.0749
80 F 0.06 4.06 -6.93  0.0950
81 C -0.43 3.67 -5.75  -0.2639
82 C 0.45 3.47 -4.69  0.0131
83 C -0.07 3.03 -3.48  -0.1350
84 C -1.42 2.78 -3.32  -0.3357
85 C -2.28 3.01 -4.39  -0.1078
86 C -1.79 3.45 -5.61  0.0212
87 Sb -2.23 2.14 -1.39  1.6114
88 C -2.50 4.16 -0.65  -0.3427
89 C -1.76 4.61 0.44  -0.1372
90 C -1.87 5.92 0.87  0.0150
91 C -2.71 6.77 0.17  -0.2608
92 F -2.81 8.04 0.56  0.1019
93 C -3.44 6.34 -0.93  0.0240
94 C -3.33 5.03 -1.34  -0.1043
95 C -4.13 1.53 -2.19  -0.3817
96 C -4.10 0.56 -3.19  -0.1537
97 C -5.28 0.09 -3.74  -0.0003
98 C -6.48 0.59 -3.25  -0.2719
99 F -7.63 0.11 -3.74  0.0945
100 C -6.52 1.56 -2.26  0.0262
101 C -5.33 2.02 -1.72  -0.1103
102 H 1.50 3.67 -4.82  0.1263
103 H 0.61 2.90 -2.65  0.0691
104 H -3.34 2.85 -4.29  0.0960
105 H -2.45 3.62 -6.45  0.1299
106 H -1.08 3.94 0.96  0.0704
107 H -1.31 6.29 1.72  0.1272
108 H -4.07 7.05 -1.46  0.1319
109 H -3.88 4.69 -2.20  0.1044
110 H -3.16 0.18 -3.55  0.1034
111 H -5.29 -0.65 -4.52  0.1325
112 H -7.47 1.93 -1.91  0.1324
113 H -5.35 2.76 -0.93  0.1069
114 C -0.56 -2.74 4.44  -0.3252
115 Te -1.55 -1.38 3.10  1.5438
116 C -3.03 -2.89 2.75  -0.3076
117 H -1.11 -2.74 5.38  0.0318
118 H 0.46 -2.42 4.62  -0.0175
119 H -0.57 -3.75 4.03  0.0202
120 H -2.55 -3.84 2.52  0.0030
121 H -3.67 -2.58 1.93  0.0096
122 H -3.61 -3.00 3.66  0.0377
123 F 4.03 -2.60 5.22  0.1160
124 C 3.11 -1.92 5.90  -0.2151
125 C 2.51 -0.83 5.29  -0.1486
126 C 1.55 -0.13 6.00  -0.2312
127 F 0.98 0.92 5.37  0.0524
128 C 1.16 -0.49 7.27  -0.1335
129 F 0.22 0.19 7.91  0.1429
130 C 1.76 -1.60 7.87  -0.1140
131 F 1.39 -1.97 9.09  0.1640
132 C 2.75 -2.32 7.18  -0.1241
133 F 3.32 -3.37 7.75  0.1528
134 Ge 2.95 -0.15 3.48  0.7948
135 S 1.09 -0.20 2.30  0.1936
136 C 3.65 1.66 3.92  -0.1273
137 C 3.10 2.88 3.57  -0.2211
138 F 1.99 2.89 2.81  0.0396
139 C 3.64 4.08 3.99  -0.1302
140 F 3.07 5.23 3.62  0.1315
141 C 4.78 4.07 4.81  -0.1119
142 F 5.31 5.21 5.22  0.1648
143 C 5.34 2.85 5.18  -0.1220
144 F 6.41 2.83 5.96  0.1558
145 C 4.77 1.67 4.74  -0.2243
146 F 5.27 0.48 5.08  0.1067
147 C 4.31 -1.22 2.51  -0.1365
148 C 4.01 -2.53 2.22  -0.2411
149 F 2.83 -3.00 2.66  0.0578
150 C 4.85 -3.34 1.47  -0.1370
151 F 4.50 -4.58 1.15  0.1266
152 C 6.06 -2.80 1.00  -0.1195
153 F 6.87 -3.54 0.26  0.1547
154 C 6.38 -1.48 1.29  -0.1256
155 F 7.51 -0.96 0.82  0.1469
156 C 5.49 -0.70 2.02  -0.2188
157 F 5.76 0.60 2.24  0.0992



Energy relative to the best compared isomer or geometry (same formula, charge and spin) for every record listed, in sequence, given in eV: 3.5821, 2.5534.